Here is 2 unconnected molecules or ions with the total composition C9H14 at a distorted geometry from the OMol25 dataset. Energies are from ωB97M-V/def2-TZVPD.

XYZ file:
```
23
Properties=species:S:1:pos:R:3:forces:R:3:lowdin_charge:R:1
C 1.785926 1.979898 -0.783391 0.8 0.8 0.3 -0.059
C 1.785305 0.514156 -0.487087 -0.3 -0.4 0.7 -0.273
C 2.878483 -0.191626 -0.022177 0.1 -0.4 0.5 -0.053
C 2.746939 -1.524184 0.400848 0.4 1.3 -0.4 -0.087
C 1.520855 -2.145118 0.364519 0.3 0.1 -0.3 -0.096
C 0.393689 -1.443945 -0.058437 0.5 -0.5 -0.4 -0.077
C 0.544898 -0.145783 -0.471452 0.6 1.0 -0.1 -0.068
H 1.434288 2.251213 -1.766122 -0.3 -0.2 -0.4 0.074
H 2.768754 2.456926 -0.705710 0.1 -0.4 0.0 0.078
H 1.177834 2.526902 -0.062857 -0.2 -0.1 0.0 0.083
H 3.857129 0.242245 0.151972 -0.1 0.3 -0.4 0.107
H 3.688639 -1.930855 0.731978 -0.2 -0.8 0.2 0.098
H 1.461711 -3.181965 0.580853 -0.2 -0.8 0.4 0.090
H -0.525331 -1.993288 -0.161193 -0.4 0.2 0.2 0.100
H -0.245012 0.529853 -0.732697 -0.7 -0.4 -0.3 0.084
C -2.737235 0.744179 0.823069 -0.1 -0.2 -1.5 -0.146
C -3.605960 -0.265218 0.014846 0.4 1.2 -0.2 -0.152
H -3.071207 1.760947 0.611281 -0.4 0.0 0.7 0.061
H -2.713130 0.462764 1.868708 0.2 0.4 0.1 0.063
H -1.747694 0.770716 0.371073 0.2 -0.3 0.6 0.013
H -3.956060 -1.056125 0.666133 -0.3 -0.2 -0.3 0.057
H -3.047788 -0.645483 -0.830865 0.3 -0.6 0.1 0.046
H -4.395033 0.283791 -0.503293 -0.5 -0.3 0.5 0.057
```
Forces are in eV/Å.

Computed properties:
- F_max: 1.49 eV/A
- ΔE to the lowest compared entry with this formula, charge and spin: 16.1 kcal per mole
- SMILES string: Cc1ccccc1.CC
- Lowest unoccupied orbital energy: 1.0 eV
- HOMO level: -9.073 eV
- Orbital gap: 0.3713 Ha